No. 1
Entry from OMol25: a structure of composition C5H7NO at a distorted geometry (ωB97M-V with the def2-TZVPD basis set).

Calculated values
HOMO level ... -9.97 eV
E_tot ... -8832.326 eV
Max |F| ... 1.8 eV Å⁻¹
Energy relative to the best compared isomer or geometry (same formula, charge and spin) ... 3.877 eV

```
! RIJCOSX wB97M-V def2-TZVPD def2/J DEFGRID3
* xyz 0 1
O 1.9282 0.6435 0.6307
C 0.6727 1.2107 0.8052
C 0.9223 0.7185 -0.5284
C 0.1119 -0.4775 -1.0004
C -0.3647 -1.3920 0.1455
C -1.4350 -0.3338 0.1908
N -1.2029 0.2485 -0.9321
H 0.5876 2.2726 0.9997
H 1.1331 1.4039 -1.3550
H 0.4082 -0.9173 -1.9668
H 0.3215 -1.6090 0.9694
H -0.8108 -2.3174 -0.2334
H -0.0577 0.6210 1.3686
H -2.2144 -0.0717 0.9060
*
```



No. 2
Entry from OMol25: the molecule C5H7NO at a distorted geometry (ωB97M-V with the def2-TZVPD basis set).

Calculated values
HOMO level ... -8.67 eV
E_tot ... -8832.498 eV
Max |F| ... 1.7 eV Å⁻¹
Energy relative to the best compared isomer or geometry (same formula, charge and spin) ... 3.705 eV

```
! RIJCOSX wB97M-V def2-TZVPD def2/J DEFGRID3
* xyz 0 1
C 1.4332 1.4211 0.0939
C 0.3324 0.7683 -0.6769
C 0.4706 -0.4330 -1.2768
N 0.3004 -1.6359 -1.2757
C -0.1290 -0.9968 0.3321
O 0.6883 -1.0269 1.2149
C -1.6344 -1.0035 0.4123
H 1.9909 0.7576 0.7800
H 2.0931 1.7956 -0.6865
H 1.0477 2.2551 0.6870
H -0.5868 1.2877 -0.9213
H -2.0935 -0.4277 1.2357
H -1.7965 -2.0657 0.6011
H -2.1164 -0.6961 -0.5198
*
```



No. 3
Entry from OMol25: the molecule C5H7NO (ωB97M-V with the def2-TZVPD basis set).

Calculated values
HOMO level ... -9.38 eV
Structure (SMILES) ... [H]/N=C1/C=C(C)CO1
E_tot ... -8834.952 eV
Max |F| ... 0.7 eV Å⁻¹
Energy relative to the best compared isomer or geometry (same formula, charge and spin) ... 1.251 eV

```
! RIJCOSX wB97M-V def2-TZVPD def2/J DEFGRID3
* xyz 0 1
H 3.4027 -0.4930 0.7764
N 2.8084 -0.7968 0.0065
C 1.6362 -0.3398 0.1039
C 0.4576 -0.7289 -0.6994
C -0.5602 0.0391 -0.3153
C -2.0115 -0.2771 -0.3215
C 0.0327 1.1710 0.4877
O 1.1847 0.5509 1.0731
H 0.4186 -1.6189 -1.3151
H -2.3459 -0.2485 0.7252
H -2.6281 0.4252 -0.8844
H -2.1671 -1.2944 -0.6865
H -0.6474 1.6381 1.2066
H 0.4193 1.9732 -0.1573
*
```



No. 4
Entry from OMol25: the molecule C5H7NO (ωB97M-V with the def2-TZVPD basis set).

Calculated values
HOMO level ... -9.85 eV
Structure (SMILES) ... C#CCCNC=O
E_tot ... -8834.514 eV
Max |F| ... 0.5 eV Å⁻¹
Energy relative to the best compared isomer or geometry (same formula, charge and spin) ... 1.688 eV

```
! RIJCOSX wB97M-V def2-TZVPD def2/J DEFGRID3
* xyz 0 1
C 2.5799 1.1735 0.0017
C 1.8229 0.2393 -0.0770
C 0.8747 -0.8756 -0.1738
C -0.2727 -0.7687 0.8409
N -1.0181 0.4650 0.7212
C -2.2220 0.5116 0.0916
O -2.8030 -0.4527 -0.3670
H 3.2671 1.9896 0.0528
H 1.4039 -1.8236 -0.0186
H 0.4520 -0.9029 -1.1847
H -0.9855 -1.5771 0.6633
H 0.1139 -0.8611 1.8614
H -0.5613 1.3313 0.9660
H -2.6404 1.5345 0.0542
*
```



No. 5
Entry from OMol25: the molecule C5H7NO (ωB97M-V with the def2-TZVPD basis set).

Calculated values
HOMO level ... -9.56 eV
Structure (SMILES) ... C=CC/C=N\C=O
E_tot ... -8834.580 eV
Max |F| ... 0.5 eV Å⁻¹
Energy relative to the best compared isomer or geometry (same formula, charge and spin) ... 1.622 eV

```
! RIJCOSX wB97M-V def2-TZVPD def2/J DEFGRID3
* xyz 0 1
C -0.1116 1.9725 -0.2401
C -1.0150 1.0394 -0.5250
C -1.0593 -0.3037 0.1796
C -0.2019 -1.3005 -0.5619
N 0.9886 -1.6508 -0.2963
C 1.7586 -1.1368 0.7428
O 2.1560 0.0024 0.8349
H 0.6621 1.7976 0.5016
H -0.0945 2.9280 -0.7552
H -1.7509 1.2096 -1.3069
H -0.7078 -0.1873 1.2076
H -2.0919 -0.6713 0.2144
H -0.6546 -1.7661 -1.4420
H 2.0737 -1.9243 1.4527
*
```



No. 6
Entry from OMol25: a structure of composition C5H7NO (ωB97M-V with the def2-TZVPD basis set).

Calculated values
HOMO level ... -9.11 eV
E_tot ... -8830.195 eV
Max |F| ... 0.5 eV Å⁻¹
Energy relative to the best compared isomer or geometry (same formula, charge and spin) ... 6.008 eV

```
! RIJCOSX wB97M-V def2-TZVPD def2/J DEFGRID3
* xyz 0 1
N -1.7105 0.9469 1.6198
C -0.4734 0.9565 1.0897
O -0.4308 1.4892 -0.1711
C -0.7646 0.0602 -0.4571
C 0.3568 -0.4842 -1.3357
C 1.2691 -0.5576 -0.0856
C 0.1000 -0.3475 0.8886
H -2.1615 1.8302 1.3724
H -1.9853 0.2629 0.5198
H 0.6780 0.1652 -2.1535
H 0.1028 -1.4782 -1.7144
H 1.9984 0.2533 -0.0429
H 1.7758 -1.5129 0.0631
H -0.2014 -1.1225 1.5876
*
```